# 1
{
  "formula": "C32H31ClN4O2OsSi",
  "method": "the ωB97M-V functional and the def2-TZVPD basis",
  "largest_force_ev_per_a": 2.5,
  "charge": 0,
  "homo_energy_ev": [-8.34, -8.32],
  "e_above_lowest_ev": 0.587,
  "spin_multiplicity": 5,
  "orbital_gap_ev": [8.55, 6.31],
  "symbols": ["Os", "N", "N", "C", "O", "O", "H", "H", "H", "C", "N", "C", "C", "C", "C", "C", "N", "C", "C", "C", "C", "C", "C", "H", "H", "H", "H", "H", "H", "H", "H", "H", "H", "H", "Cl", "C", "H", "H", "C", "C", "C", "C", "C", "C", "Si", "C", "C", "C", "C", "C", "C", "C", "C", "C", "C", "C", "C", "H", "H", "H", "H", "H", "H", "H", "H", "H", "H", "H", "H", "H", "H", "H"],
  "xyz": [[-1.273, -0.853, 0.445], [-1.483, -1.437, 3.115], [-1.171, -0.236, 3.777], [-1.273, 0.979, 3.054], [-1.332, 2.009, 3.692], [-1.260, 0.859, 1.790], [-2.464, -1.700, 3.236], [-0.877, -2.188, 3.437], [-1.431, -0.158, 4.756], [-2.835, 2.050, -0.598], [-2.938, 0.632, -0.430], [-4.086, 0.068, -0.330], [-4.213, -1.262, 0.130], [-5.333, -2.094, 0.201], [-4.911, -3.272, 0.807], [-3.556, -3.110, 1.086], [-3.132, -1.905, 0.686], [-1.930, 2.481, -1.725], [-0.772, 3.196, -1.454], [-0.037, 3.753, -2.486], [-0.444, 3.591, -3.799], [-1.568, 2.831, -4.079], [-2.308, 2.279, -3.048], [-2.438, 2.444, 0.347], [-3.836, 2.486, -0.759], [-5.004, 0.619, -0.554], [-6.313, -1.874, -0.174], [-5.512, -4.137, 1.014], [-2.890, -3.818, 1.549], [-0.456, 3.334, -0.430], [0.833, 4.348, -2.254], [0.104, 4.062, -4.602], [-1.895, 2.706, -5.100], [-3.196, 1.704, -3.271], [-1.749, -1.860, -2.319], [-0.907, -2.492, -0.875], [0.103, -2.746, -1.209], [-1.425, -3.422, -0.614], [3.000, 3.904, 1.078], [2.854, 3.448, -0.222], [2.249, 2.227, -0.464], [1.783, 1.439, 0.586], [1.911, 1.926, 1.885], [2.523, 3.141, 2.132], [1.085, -0.318, 0.276], [1.993, -1.448, 1.557], [1.411, -2.621, 2.030], [2.055, -3.411, 2.966], [3.305, -3.048, 3.438], [3.908, -1.896, 2.963], [3.254, -1.102, 2.036], [1.794, -0.779, -1.457], [2.951, -1.544, -1.557], [3.475, -1.884, -2.792], [2.833, -1.480, -3.949], [1.690, -0.702, -3.868], [1.176, -0.354, -2.631], [3.482, 4.852, 1.268], [3.218, 4.042, -1.048], [2.148, 1.872, -1.479], [1.527, 1.339, 2.706], [2.623, 3.490, 3.149], [0.435, -2.910, 1.652], [1.581, -4.313, 3.330], [3.808, -3.663, 4.169], [4.888, -1.615, 3.321], [3.728, -0.200, 1.682], [3.445, -1.874, -0.656], [4.379, -2.475, -2.858], [3.223, -1.781, -4.911], [1.191, -0.376, -4.770], [0.278, 0.246, -2.571]],
  "mulliken_spin": [3.52, 0.10, 0.00, -0.01, 0.02, 0.10, 0.00, 0.00, 0.00, 0.02, 0.10, 0.01, 0.00, 0.03, 0.02, 0.00, 0.02, 0.00, -0.01, 0.00, 0.00, 0.00, 0.01, 0.00, 0.00, 0.00, 0.00, 0.00, 0.00, 0.00, 0.00, 0.00, 0.00, 0.00, 0.09, -0.05, 0.01, 0.01, 0.00, 0.00, 0.02, 0.03, 0.00, 0.00, -0.15, -0.02, 0.02, 0.02, 0.00, 0.00, 0.00, 0.03, 0.00, 0.00, 0.00, 0.00, 0.06, 0.00, 0.00, 0.00, 0.00, 0.00, 0.00, 0.00, 0.00, 0.00, 0.00, 0.00, 0.00, 0.00, 0.00, -0.01]
}

# 2
{
  "formula": "C32H80N8O12",
  "method": "the ωB97M-V functional and the def2-TZVPD basis",
  "largest_force_ev_per_a": 2.2,
  "charge": 0,
  "homo_energy_ev": -8.56,
  "e_above_lowest_ev": 0.000,
  "orbital_gap_ev": 8.63,
  "symbols": ["C", "C", "C", "C", "C", "C", "H", "H", "H", "H", "H", "H", "H", "H", "H", "H", "H", "H", "H", "H", "C", "C", "C", "C", "C", "C", "H", "H", "H", "H", "H", "H", "H", "H", "H", "H", "H", "H", "H", "H", "C", "C", "O", "O", "H", "H", "H", "H", "H", "H", "C", "C", "O", "O", "H", "H", "H", "H", "H", "H", "O", "C", "N", "C", "H", "H", "H", "H", "H", "O", "C", "N", "C", "H", "H", "H", "H", "H", "O", "C", "N", "C", "H", "H", "H", "H", "H", "O", "C", "N", "C", "H", "H", "H", "H", "H", "O", "C", "N", "C", "H", "H", "H", "H", "H", "O", "C", "N", "C", "H", "H", "H", "H", "H", "O", "C", "N", "C", "H", "H", "H", "H", "H", "O", "C", "N", "C", "H", "H", "H", "H", "H"],
  "xyz": [[-13.418, 16.597, -17.334], [-13.894, 17.364, -18.602], [-14.434, 16.402, -19.642], [-14.317, 16.804, -21.114], [-12.887, 17.024, -21.572], [-12.784, 17.354, -23.057], [-14.276, 16.227, -16.754], [-12.866, 17.261, -16.671], [-12.875, 15.700, -17.622], [-14.596, 18.184, -18.464], [-12.886, 17.748, -18.806], [-15.499, 16.228, -19.453], [-13.968, 15.414, -19.572], [-14.773, 15.995, -21.699], [-14.959, 17.664, -21.337], [-12.488, 17.927, -21.096], [-12.284, 16.163, -21.274], [-11.778, 17.619, -23.377], [-13.176, 16.544, -23.682], [-13.425, 18.220, -23.248], [-8.837, 24.841, -15.690], [-9.782, 23.942, -16.511], [-10.347, 22.858, -15.616], [-11.557, 22.113, -16.242], [-11.331, 21.555, -17.644], [-12.532, 20.833, -18.245], [-8.344, 24.208, -14.954], [-9.503, 25.457, -15.063], [-8.295, 25.617, -16.230], [-10.645, 24.561, -16.800], [-9.332, 23.596, -17.438], [-10.717, 23.264, -14.674], [-9.606, 22.063, -15.447], [-11.898, 21.332, -15.560], [-12.350, 22.881, -16.209], [-10.983, 22.250, -18.408], [-10.480, 20.900, -17.414], [-12.011, 20.166, -18.953], [-13.101, 20.125, -17.644], [-13.174, 21.484, -18.831], [-7.231, 20.411, -17.013], [-6.391, 20.144, -15.795], [-6.916, 20.830, -14.666], [-7.093, 21.822, -17.302], [-8.302, 20.271, -16.829], [-6.964, 19.860, -17.918], [-5.407, 20.590, -15.988], [-6.260, 19.080, -15.617], [-6.865, 21.776, -14.834], [-7.624, 21.957, -18.102], [-16.062, 20.343, -21.690], [-14.780, 21.129, -21.462], [-13.812, 20.863, -22.478], [-17.072, 21.206, -22.206], [-16.356, 19.946, -20.709], [-15.846, 19.481, -22.324], [-14.373, 20.865, -20.491], [-14.952, 22.200, -21.545], [-13.994, 21.400, -23.252], [-17.670, 20.656, -22.721], [-10.863, 19.198, -14.504], [-10.693, 19.746, -13.428], [-11.660, 20.531, -12.902], [-9.423, 19.606, -12.616], [-11.590, 21.013, -12.026], [-12.445, 20.728, -13.502], [-8.634, 20.231, -13.028], [-9.114, 18.575, -12.823], [-9.642, 19.649, -11.554], [-6.807, 28.032, -16.719], [-5.964, 28.601, -17.386], [-5.360, 27.988, -18.450], [-5.466, 29.980, -17.084], [-5.588, 27.010, -18.548], [-5.145, 28.473, -19.302], [-4.837, 29.746, -16.207], [-6.162, 30.733, -16.739], [-4.713, 30.378, -17.762], [-6.374, 24.721, -12.446], [-6.479, 25.915, -12.196], [-5.558, 26.547, -11.394], [-7.612, 26.784, -12.673], [-4.749, 26.008, -11.141], [-5.756, 27.402, -10.913], [-7.598, 27.734, -12.141], [-8.590, 26.311, -12.635], [-7.490, 26.994, -13.741], [-13.683, 25.169, -19.915], [-13.943, 26.287, -20.315], [-13.006, 27.273, -20.197], [-15.353, 26.729, -20.638], [-12.111, 27.113, -19.770], [-13.053, 28.102, -20.766], [-15.336, 27.438, -21.470], [-15.703, 27.279, -19.767], [-15.929, 25.855, -20.906], [-8.439, 21.743, -19.873], [-9.075, 22.731, -20.224], [-8.616, 23.995, -19.981], [-10.261, 22.646, -21.165], [-9.164, 24.811, -20.178], [-7.894, 24.078, -19.282], [-9.933, 22.843, -22.182], [-11.017, 23.363, -20.831], [-10.729, 21.670, -21.075], [-11.415, 30.026, -16.093], [-10.239, 29.691, -16.154], [-9.838, 28.466, -15.724], [-9.188, 30.598, -16.724], [-10.630, 27.843, -15.642], [-8.884, 28.179, -15.596], [-8.664, 30.009, -17.489], [-8.368, 30.994, -16.123], [-9.558, 31.465, -17.269], [-8.065, 16.750, -17.632], [-8.890, 17.476, -17.083], [-8.937, 17.631, -15.748], [-9.878, 18.246, -17.940], [-8.239, 17.251, -15.137], [-9.662, 18.253, -15.353], [-10.656, 18.667, -17.304], [-10.280, 17.498, -18.619], [-9.300, 19.016, -18.444], [-12.430, 26.625, -14.783], [-13.286, 26.997, -15.580], [-13.704, 28.284, -15.671], [-14.070, 26.059, -16.444], [-13.185, 28.999, -15.185], [-14.559, 28.462, -16.158], [-13.513, 25.316, -17.024], [-14.753, 26.530, -17.150], [-14.632, 25.319, -15.861]],
  "lowdin_charge": [-0.10, -0.26, -0.23, -0.23, -0.27, -0.11, 0.07, 0.06, 0.07, 0.10, 0.07, 0.11, 0.11, 0.11, 0.09, 0.10, 0.11, 0.07, 0.07, 0.05, -0.09, -0.26, -0.21, -0.21, -0.24, -0.09, 0.07, 0.06, 0.05, 0.11, 0.07, 0.11, 0.10, 0.07, 0.10, 0.09, 0.09, 0.07, 0.07, 0.06, -0.23, -0.23, -0.07, -0.10, 0.09, 0.13, 0.12, 0.11, 0.08, 0.02, -0.25, -0.21, -0.08, -0.06, 0.11, 0.11, 0.09, 0.12, 0.08, 0.08, 0.01, -0.57, 0.17, 0.02, 0.10, 0.10, 0.07, 0.08, 0.08, 0.03, -0.59, 0.15, -0.01, 0.10, 0.10, 0.10, 0.06, 0.08, 0.03, -0.58, 0.14, -0.01, 0.10, 0.09, 0.07, 0.09, 0.07, 0.02, -0.60, 0.15, 0.00, 0.10, 0.10, 0.08, 0.08, 0.08, 0.03, -0.58, 0.17, 0.00, 0.10, 0.10, 0.09, 0.08, 0.08, 0.01, -0.57, 0.19, -0.02, 0.08, 0.07, 0.07, 0.07, 0.08, 0.00, -0.61, 0.18, -0.01, 0.10, 0.05, 0.06, 0.08, 0.07, 0.01, -0.59, 0.16, -0.01, 0.09, 0.09, 0.07, 0.06, 0.09]
}

# 3
{
  "formula": "C10H24N2O3",
  "method": "the ωB97M-V functional and the def2-TZVPD basis",
  "largest_force_ev_per_a": 0.8,
  "charge": 0,
  "homo_energy_ev": -10.30,
  "e_above_lowest_ev": 0.973,
  "orbital_gap_ev": 10.80,
  "symbols": ["C", "C", "O", "H", "H", "H", "H", "H", "H", "C", "C", "O", "H", "H", "H", "H", "H", "H", "C", "C", "O", "H", "H", "H", "H", "H", "H", "C", "C", "N", "H", "H", "H", "C", "C", "N", "H", "H", "H"],
  "xyz": [[1.922, -17.801, -3.471], [3.129, -17.607, -2.574], [3.877, -18.827, -2.580], [1.176, -18.452, -3.011], [2.232, -18.281, -4.403], [1.453, -16.851, -3.717], [2.807, -17.373, -1.553], [3.740, -16.779, -2.946], [4.675, -18.669, -2.065], [5.245, -23.230, -2.852], [5.637, -24.621, -2.412], [5.507, -25.574, -3.482], [4.364, -23.319, -3.490], [6.064, -22.726, -3.360], [4.951, -22.600, -2.007], [5.019, -25.002, -1.600], [6.663, -24.639, -2.019], [6.244, -25.462, -4.088], [2.108, -22.208, -6.113], [1.700, -23.556, -5.581], [2.871, -24.376, -5.556], [2.971, -21.828, -5.566], [1.270, -21.510, -6.075], [2.434, -22.255, -7.155], [0.925, -24.010, -6.207], [1.278, -23.455, -4.574], [2.799, -25.065, -4.892], [-2.956, -22.949, -0.618], [-3.195, -21.898, -1.611], [-3.402, -21.094, -2.398], [-3.827, -23.599, -0.581], [-2.794, -22.445, 0.331], [-2.074, -23.522, -0.882], [2.133, -21.523, -2.190], [0.858, -21.466, -1.467], [-0.134, -21.414, -0.897], [2.886, -20.992, -1.617], [1.954, -21.074, -3.164], [2.446, -22.559, -2.298]],
  "nbo_charge": [-0.63, -0.06, -0.74, 0.21, 0.21, 0.22, 0.16, 0.16, 0.47, -0.64, -0.07, -0.73, 0.22, 0.21, 0.20, 0.17, 0.16, 0.47, -0.63, -0.06, -0.73, 0.21, 0.21, 0.21, 0.16, 0.15, 0.48, -0.71, 0.30, -0.35, 0.24, 0.26, 0.26, -0.72, 0.31, -0.37, 0.27, 0.26, 0.25]
}

# 4
{
  "formula": "C7H15FN",
  "method": "the ωB97M-V functional and the def2-TZVPD basis",
  "largest_force_ev_per_a": 4.4,
  "charge": 1,
  "homo_energy_ev": -15.70,
  "e_above_lowest_ev": 1.647,
  "orbital_gap_ev": 12.44,
  "symbols": ["C", "C", "C", "F", "N", "C", "C", "C", "C", "H", "H", "H", "H", "H", "H", "H", "H", "H", "H", "H", "H", "H", "H", "H"],
  "xyz": [[3.112, 0.789, 0.290], [1.845, 0.237, -0.472], [1.053, -0.884, 0.301], [1.431, -0.817, 1.644], [-0.436, -0.864, 0.116], [-1.031, -0.478, -1.193], [-2.441, 0.242, -0.856], [-1.993, 0.961, 0.513], [-1.330, -0.323, 1.205], [3.663, 1.464, -0.426], [2.758, 1.409, 1.158], [3.835, 0.001, 0.615], [2.176, -0.196, -1.462], [1.207, 1.124, -0.737], [1.433, -1.874, -0.073], [-0.658, -1.870, 0.157], [-1.228, -1.302, -1.933], [-0.531, 0.297, -1.823], [-3.105, -0.587, -0.475], [-2.844, 0.904, -1.657], [-1.110, 1.643, 0.373], [-2.808, 1.283, 1.206], [-0.886, -0.035, 2.186], [-2.111, -1.125, 1.343]],
  "nbo_charge": [-0.61, -0.46, 0.37, -0.33, -0.40, -0.27, -0.40, -0.41, -0.24, 0.24, 0.23, 0.23, 0.24, 0.22, 0.20, 0.45, 0.26, 0.26, 0.21, 0.26, 0.22, 0.26, 0.27, 0.22]
}

Q: Number 1 is which compound?
A: C32H31ClN4O2OsSi